# 1
Computed, not measured: a cluster of 2 separate species, C5H7BrO3S in total in a non-equilibrium geometry, with the ωB97M-V functional and the def2-TZVPD basis.

Properties
- 2S+1 = 1
- relative energy (zero: lowest compared OMol25 entry of this formula, charge and spin) (kJ/mol) = 253.0
- HOMO-LUMO gap (alpha / beta) (eV) = 7.51 / 6.93

The geometry in XYZ format:
```
17
Properties=species:S:1:pos:R:3:forces:R:3
C 0.053 -1.089 0.259 -2.2206 1.0400 -1.2856
C 1.814 0.630 0.530 -0.0933 -0.2625 0.2675
C -1.280 1.733 -0.930 -0.5870 -3.0936 1.9135
C -1.788 0.304 -0.467 1.9538 0.2311 -2.6955
C 0.713 -1.604 1.382 1.2141 1.0317 2.7674
O 0.351 -1.394 -0.887 -0.4120 -0.5248 0.3848
O 1.744 -2.384 1.228 0.6415 -0.8826 1.5192
O -1.020 -0.271 0.591 0.5025 -0.4275 0.0939
S 1.860 1.912 1.416 0.0062 0.1624 0.2247
Br 2.519 0.262 -1.147 0.5701 0.2466 -0.0925
H -1.365 2.552 -0.310 -1.7251 1.9979 1.1291
H -0.250 1.696 -0.854 2.4993 -0.8165 -0.3664
H -1.490 1.772 -1.940 -0.8451 0.9988 -1.9455
H -1.542 -0.218 -1.456 -0.5638 -0.1439 1.6114
H -2.825 0.127 -0.247 -0.3981 0.4460 0.2662
H 0.596 -1.410 2.494 -0.5761 0.1881 -1.8407
H 1.909 -2.617 0.336 0.0336 -0.1913 -1.9516
```
Forces are in eV/Å.

=====

# 2
Computed, not measured: a cluster of 2 separate species, C5H7Cl2FOS in total in a non-equilibrium geometry, with the ωB97M-V functional and the def2-TZVPD basis.

Properties
- 2S+1 = 1
- relative energy (zero: lowest compared OMol25 entry of this formula, charge and spin) (kJ/mol) = 251.5
- HOMO-LUMO gap (alpha / beta) (eV) = 8.95 / 6.53

The geometry in XYZ format:
```
17
Properties=species:S:1:pos:R:3:forces:R:3
C -0.563 0.010 2.828 1.1315 -0.4893 -0.5277
C -1.507 -0.891 2.804 -1.2934 0.3682 0.0565
C 1.489 1.060 -1.304 1.2576 1.6133 -1.4815
C -0.936 0.393 -0.928 0.3604 2.7123 -1.4676
C 0.423 0.024 -1.391 0.6784 -2.7372 -1.6474
O 2.304 -1.538 -0.402 2.2596 -0.5603 0.0591
F 0.644 -0.090 2.331 -0.2006 0.3143 0.4529
S 0.855 -1.420 -0.328 -1.6699 0.3814 -0.4341
Cl -3.058 -0.416 3.384 -0.2753 0.2010 0.3869
Cl -1.537 -2.430 2.076 0.5736 -0.3229 -0.1230
H 2.507 0.496 -1.382 -1.6286 1.5552 0.1358
H 1.300 1.787 -2.195 0.7786 -1.3668 1.1170
H 1.433 1.796 -0.462 0.1105 -1.1954 -0.1054
H -1.001 0.579 0.112 0.2105 0.2463 1.1941
H -1.689 -0.275 -1.174 -1.3814 -1.4431 -0.6365
H -1.135 1.355 -1.448 -0.4445 -0.4279 0.4045
H 0.473 -0.439 -2.521 -0.4670 1.1509 2.6164
```
Forces are in eV/Å.

=====

# 3
Computed, not measured: a cluster of 2 separate species, C5H7Cl2NO2 in total in a non-equilibrium geometry, with the ωB97M-V functional and the def2-TZVPD basis.

Properties
- 2S+1 = 3
- relative energy (zero: lowest compared OMol25 entry of this formula, charge and spin) (kJ/mol) = 46.3
- HOMO-LUMO gap (alpha / beta) (eV) = 6.66 / 7.46

The geometry in XYZ format:
```
17
Properties=species:S:1:pos:R:3:forces:R:3
C -2.065 -0.121 0.192 -1.0248 -0.1364 -2.1744
C -0.279 2.501 -0.627 -0.2933 -0.8831 0.2383
C 0.303 -0.840 0.031 1.4151 -0.2662 -0.0945
C 0.639 -1.175 1.388 -2.1723 2.5744 1.6263
C 1.312 -0.813 -0.949 2.0491 -0.0491 -3.1410
N -0.915 -0.583 -0.273 -2.9130 -0.1496 0.2042
O -2.358 0.849 0.833 0.3770 0.1171 1.3121
O -0.119 2.300 -1.781 -0.2469 0.4970 0.3723
Cl 0.935 2.027 0.574 0.3772 0.5703 0.1801
Cl -3.366 -1.063 -0.612 -0.2454 0.1646 0.0543
H -1.177 2.797 -0.051 0.2346 0.2926 -0.6630
H 1.408 -0.468 1.669 0.2999 0.0441 0.8062
H 1.009 -2.124 1.286 0.9364 -2.7018 0.7399
H -0.313 -1.048 1.976 1.4335 -0.5609 0.1546
H 1.778 -1.741 -1.417 -1.4901 0.3830 0.0330
H 2.247 -0.451 -0.577 0.5268 0.8972 0.8637
H 0.959 -0.045 -1.662 0.7362 -0.7932 -0.5119
```
Forces are in eV/Å.

=====

# 4
Computed, not measured: the ion C5H7ClIN2 with charge +1 in a non-equilibrium geometry, with the ωB97M-V functional and the def2-TZVPD basis.

Properties
- 2S+1 = 1
- charge = +1
- relative energy (zero: lowest compared OMol25 entry of this formula, charge and spin) (kJ/mol) = 360.4
- HOMO-LUMO gap (alpha / beta) (eV) = 7.98 / 7.98

The geometry in XYZ format:
```
16
Properties=species:S:1:pos:R:3:forces:R:3
C -1.242 -1.828 0.174 0.3980 -3.5030 -0.8281
C -1.776 -0.534 -0.027 2.3711 1.3141 0.4699
C 0.047 -2.038 0.307 1.3888 3.1704 0.9623
C 1.113 0.074 0.748 0.3998 -3.4452 -0.4823
C 0.302 0.639 -0.253 -1.7980 -1.0546 -3.4699
N -1.132 0.563 -0.114 0.7850 0.6534 -0.2180
N 0.471 2.345 -0.531 -0.4732 -3.6607 1.2853
Cl 1.159 -3.199 0.476 0.0460 -0.6091 -0.0510
I 3.101 -0.454 0.402 -0.4829 0.6356 0.2575
H -1.807 -2.807 0.033 0.0967 1.6440 0.2550
H -2.772 -0.392 -0.096 -3.3734 0.0242 -0.0385
H 0.716 0.072 1.710 0.0126 0.3384 1.9175
H 0.580 0.076 -1.253 -0.3477 1.8946 1.2706
H 1.134 2.243 -1.272 0.6856 1.4606 -0.2290
H 0.586 2.694 0.398 1.5996 0.7298 0.3497
H -0.480 2.547 -0.700 -1.3080 0.4073 -1.4510
```
Forces are in eV/Å.

=====

# 5
Computed, not measured: an isolated molecule of C5H7ClN2 in a non-equilibrium geometry, with the ωB97M-V functional and the def2-TZVPD basis.

Properties
- 2S+1 = 1
- SMILES string = C=NN1C[C@@H]1C(=C)Cl
- relative energy (zero: lowest compared OMol25 entry of this formula, charge and spin) (kJ/mol) = 534.2
- HOMO-LUMO gap (eV) = 9.84

The geometry in XYZ format:
```
15
Properties=species:S:1:pos:R:3:forces:R:3
C -2.763 -1.402 -0.264 3.9535 3.6434 2.8722
N -1.828 -0.726 0.532 -3.3367 -2.4331 -3.5853
N -0.650 -0.265 -0.221 -2.3357 0.6200 -1.2127
C -0.316 1.263 -0.188 -1.0654 1.5868 0.8321
C 0.339 0.196 0.626 0.5674 1.5872 3.6138
C 1.718 -0.231 0.278 1.6393 0.4895 -0.5334
C 2.777 0.549 -0.093 -3.2492 -1.6473 -0.2605
Cl 1.897 -1.961 0.037 -0.1247 0.0469 0.4229
H -3.678 -1.756 0.315 1.4174 0.3897 -1.1989
H -2.562 -1.370 -1.381 -0.6354 -0.5342 1.4503
H -0.913 1.932 0.547 0.4809 -1.3426 -1.6315
H 0.073 1.936 -1.095 -0.7231 -2.4649 1.7710
H -0.069 0.310 1.809 1.6831 -0.6808 -3.0744
H 3.472 -0.071 -0.647 0.8351 0.9225 0.2784
H 2.504 1.595 -0.255 0.8936 -0.1831 0.2562
```
Forces are in eV/Å.

=====

# 6
Computed, not measured: an isolated molecule of C5H7ClN2 in a non-equilibrium geometry, with the ωB97M-V functional and the def2-TZVPD basis.

Properties
- 2S+1 = 1
- SMILES string = C/N=C/N1C(C)=C1Cl
- relative energy (zero: lowest compared OMol25 entry of this formula, charge and spin) (kJ/mol) = 528.6
- HOMO-LUMO gap (eV) = 8.10

The geometry in XYZ format:
```
15
Properties=species:S:1:pos:R:3:forces:R:3
C 1.796 1.677 -0.532 -1.8081 1.8636 1.4758
N 0.682 0.754 -0.589 -1.7213 0.3772 0.0739
C -0.534 1.024 -0.317 0.7684 0.6072 0.8218
N -1.560 0.215 -0.795 -0.9838 0.5738 -1.1410
C -2.124 -0.964 -0.225 -1.9321 2.0107 -1.0360
C -1.626 -2.289 -0.042 2.1276 -0.6595 -1.6756
C -3.023 0.008 -0.246 2.0324 -1.2719 1.1386
Cl -4.270 0.791 0.611 0.5861 -0.2282 -0.5644
H 2.415 1.344 0.227 1.8884 -1.2356 1.0799
H 2.200 1.580 -1.491 1.2483 0.3662 -1.2465
H 1.742 2.790 -0.168 -1.0165 -1.5215 -1.1024
H -0.928 1.928 0.219 0.5720 -0.2684 -0.6168
H -2.186 -2.688 0.727 -0.6096 -1.3854 1.9256
H -1.688 -2.988 -0.916 -0.3485 0.9442 0.3600
H -0.524 -2.208 0.108 -0.8033 -0.1724 0.5070
```
Forces are in eV/Å.

=====

# 7
Computed, not measured: an isolated molecule of C5H7ClN2 in a non-equilibrium geometry, with the ωB97M-V functional and the def2-TZVPD basis.

Properties
- 2S+1 = 1
- SMILES string = NCc1c[nH]c(Cl)c1
- relative energy (zero: lowest compared OMol25 entry of this formula, charge and spin) (kJ/mol) = 205.9
- HOMO-LUMO gap (eV) = 9.31

The geometry in XYZ format:
```
15
Properties=species:S:1:pos:R:3:forces:R:3
N -2.258 0.282 -0.251 1.1348 0.0393 -2.7912
C -1.507 -0.823 0.321 1.5895 2.0883 0.8574
C -0.055 -0.294 -0.040 -0.6031 0.6365 1.8553
C 0.193 1.082 0.041 2.1714 -1.3888 0.8062
N 1.661 1.259 0.066 -4.2218 -0.0176 -0.4142
C 2.128 0.003 -0.126 3.8205 1.0290 0.8483
Cl 3.966 -0.231 -0.029 -2.2876 0.2455 -0.2810
C 1.194 -0.960 -0.173 -0.0398 0.6361 0.2174
H -1.677 0.255 -1.199 -2.8071 1.0324 1.8843
H -3.261 0.186 -0.390 0.2496 -0.5089 -0.0598
H -1.637 -1.721 -0.155 -0.4488 -2.4514 -1.4345
H -1.768 -1.040 1.386 0.7268 0.6962 -0.4984
H -0.569 1.797 0.336 0.7003 0.2730 -0.2755
H 2.056 2.158 0.343 0.3585 -0.9916 -0.4780
H 1.535 -1.952 -0.132 -0.3430 -1.3181 -0.2365
```
Forces are in eV/Å.

=====

# 8
Computed, not measured: an isolated molecule of C5H7ClN2O in a non-equilibrium geometry, with the ωB97M-V functional and the def2-TZVPD basis.

Properties
- 2S+1 = 1
- relative energy (zero: lowest compared OMol25 entry of this formula, charge and spin) (kJ/mol) = 615.5
- HOMO-LUMO gap (alpha / beta) (eV) = 7.23 / 7.23

The geometry in XYZ format:
```
16
Properties=species:S:1:pos:R:3:forces:R:3
C 1.955 1.398 0.155 -0.8997 3.0547 -0.9408
C 2.210 0.106 0.285 -3.1855 -1.2230 0.9469
C -0.107 -0.280 -0.040 4.0691 0.1585 -0.3963
C -1.585 1.753 -0.041 -2.2195 -0.9020 0.0911
C -0.681 -2.673 -0.046 0.9246 0.5321 0.4863
N 0.707 1.884 0.061 0.5017 1.1574 0.0452
N -0.349 1.002 0.005 1.5409 -0.7614 0.4075
O -0.982 -1.207 0.180 -1.0707 -1.7862 0.2868
Cl 3.495 -0.797 -0.126 1.2260 -1.1335 -0.6356
H 2.732 2.278 0.089 -1.3281 -2.1005 0.2656
H -1.988 1.704 -1.095 0.4899 0.4114 1.0409
H -2.430 1.208 0.605 2.0238 1.5519 -1.0066
H -1.213 2.774 0.252 -1.2688 -1.0277 -0.1965
H 0.332 -2.812 -0.468 -0.4769 0.5100 0.1355
H -1.408 -3.101 -0.746 -0.0098 0.5157 0.3355
H -0.687 -3.237 0.930 -0.3171 1.0427 -0.8653
```
Forces are in eV/Å.

=====

# 9
Computed, not measured: the ion C5H7ClN3O2 with charge +1 in a non-equilibrium geometry, with the ωB97M-V functional and the def2-TZVPD basis.

Properties
- 2S+1 = 1
- SMILES string = C[C@]1(Cl)NC=C[NH+]=C1[N+](=O)[O-]
- charge = +1
- relative energy (zero: lowest compared OMol25 entry of this formula, charge and spin) (kJ/mol) = 421.5
- HOMO-LUMO gap (alpha / beta) (eV) = 7.25 / 7.25

The geometry in XYZ format:
```
18
Properties=species:S:1:pos:R:3:forces:R:3
C -0.017 -1.503 -1.498 -3.7207 -1.4947 0.1482
C -0.241 -0.827 -0.172 2.5856 -0.2741 1.9548
Cl 0.407 -1.997 1.238 -0.4212 0.6385 -0.8860
N -1.575 -0.439 0.212 0.6058 3.3884 -0.1572
C -1.855 0.798 0.776 4.0823 -1.0253 0.7117
C -0.842 1.623 1.251 -0.3858 -0.4501 -0.8029
N 0.443 1.359 0.845 2.9139 -0.1528 -1.5364
C 0.784 0.379 0.048 -2.1084 -0.4265 0.9349
N 2.212 0.391 -0.387 1.4821 -0.0077 0.3515
O 2.691 -0.616 -0.852 -0.8949 0.5091 0.1164
O 2.848 1.425 -0.158 -1.3745 -0.6809 0.0127
H -0.762 -2.423 -1.576 1.1031 2.1700 -0.0120
H 0.909 -1.978 -1.666 1.2612 0.1487 0.1653
H -0.264 -0.699 -2.195 0.0631 -0.5564 -0.6354
H -2.365 -1.038 0.314 -0.0213 -1.2253 -0.6987
H -2.842 1.002 0.975 -2.1145 0.3759 0.4589
H -0.844 2.522 1.829 -1.0230 0.2530 0.1191
H 1.313 2.024 1.019 -2.0328 -1.1899 -0.2449
```
Forces are in eV/Å.

=====

# 10
Computed, not measured: a structure of composition C5H7ClN4 in a non-equilibrium geometry, with the ωB97M-V functional and the def2-TZVPD basis.

Properties
- 2S+1 = 1
- charge = +2
- relative energy (zero: lowest compared OMol25 entry of this formula, charge and spin) (kJ/mol) = 10.9
- HOMO-LUMO gap (eV) = 8.17

The geometry in XYZ format:
```
17
Properties=species:S:1:pos:R:3:forces:R:3
C -2.261 -0.826 0.468 -1.6431 -2.4987 -1.2069
C 1.297 1.282 -0.405 -3.1826 1.2444 1.3913
C -0.794 -1.690 -0.809 0.7108 -1.6659 -2.2341
C -0.086 -0.839 0.132 0.3084 0.4868 3.6207
C -0.780 2.239 0.464 0.9652 -1.7484 0.1945
N -2.018 -1.786 -0.542 -1.5457 0.1869 -0.1775
N 0.956 0.047 -0.380 2.7207 -0.7549 -0.9398
N -1.227 -0.286 0.896 2.3300 2.5256 0.5409
N 0.527 2.338 0.070 -0.8844 -0.2207 -0.1636
Cl -1.783 3.477 0.682 0.3134 0.8410 -0.0279
H -3.274 -0.623 0.755 -0.2762 0.1520 0.4094
H 2.177 1.623 -0.872 1.3385 -0.1399 -0.3844
H 0.428 -1.338 1.027 -0.3177 -0.3873 -1.5433
H -0.400 -2.183 -1.706 0.2409 -0.0965 0.5992
H 1.822 -0.485 -0.684 -1.5512 0.0540 0.1531
H -1.167 0.982 0.845 0.4273 1.1532 -0.0964
H 0.997 3.221 -0.014 0.0456 0.8685 -0.1351
```
Forces are in eV/Å.